Record 1
Density functional theory data (ωB97M-V/def2-TZVPD) for a cluster of 2 separate species, C2H6FNO3S in total in a non-equilibrium geometry.

Properties
* Kohn-Sham gap: 11.3094 eV
* net charge: 0
* spin multiplicity: 1
* HOMO energy: -0.3977 Eh

Atoms and positions in Å:
H -2.133 -0.587 1.987
H -0.944 -0.208 3.263
C -1.415 0.109 2.363
C 2.256 -0.085 -2.308
H -1.796 1.108 2.431
F 0.261 0.660 -2.912
O 0.761 0.800 1.033
H 2.629 0.928 -2.197
O -1.238 0.487 -0.268
H -1.823 -0.259 -0.491
N 1.062 -0.381 -2.627
S -0.294 -0.149 0.988
H 2.832 -0.908 -1.988
O -0.159 -1.516 0.724

Record 2
Density functional theory data (ωB97M-V/def2-TZVPD) for a structure of composition C2H6FO2Zn in a non-equilibrium geometry.

Properties
* Kohn-Sham gap: 9.0579 eV
* net charge: +1
* spin multiplicity: 1
* HOMO energy: -0.5618 Eh

Atoms and positions in Å:
O -0.472 1.694 2.582
C 0.948 1.740 2.439
Zn -2.466 3.225 2.920
H -2.975 0.719 3.211
F -1.735 3.500 1.383
C -1.240 1.297 1.532
H -1.861 1.314 0.628
H 1.297 0.854 1.895
H 1.219 2.653 1.893
H 1.358 1.746 3.452
O -2.987 1.454 2.594
H -0.653 0.513 1.038

Record 3
Density functional theory data (ωB97M-V/def2-TZVPD) for a cluster of 2 separate species, C2H6FP in total in a non-equilibrium geometry.

Properties
* Kohn-Sham gap: 9.2872 eV
* net charge: 0
* spin multiplicity: 1
* HOMO energy: -0.3323 Eh

Atoms and positions in Å:
C -0.014 1.413 -0.035
F 3.946 -0.130 0.157
H 0.825 2.036 0.235
H 3.620 -0.710 -0.438
H -2.470 -0.255 -0.183
H -1.701 -1.250 1.118
H -0.900 2.161 -0.174
P 0.035 -0.248 -0.206
H -1.649 -1.985 -0.504
C -1.693 -1.031 0.030

Record 4
Density functional theory data (ωB97M-V/def2-TZVPD) for a structure of composition C2H6FeO2 in a non-equilibrium geometry.

Properties
* Kohn-Sham gap (spin up / spin down): 9.0855 / 8.2342 eV
* net charge: +2
* spin multiplicity: 5
* HOMO energy (spin up / spin down): -0.7742 / -0.7741 Eh

Atoms and positions in Å:
C -1.433 0.391 0.145
O 0.928 0.032 0.526
H -0.230 -1.285 -0.576
H 0.739 -0.406 1.404
H -1.736 -0.120 1.068
H 0.166 0.299 -1.343
Fe 3.243 0.334 -0.707
C -0.179 -0.201 -0.433
H -1.327 1.467 0.328
O 2.057 -0.754 0.185
H -2.228 0.243 -0.597

Record 5
Density functional theory data (ωB97M-V/def2-TZVPD) for the molecule C2H6I2NP in a non-equilibrium geometry.

Properties
* Kohn-Sham gap: 8.1962 eV
* net charge: 0
* spin multiplicity: 1
* HOMO energy: -0.3297 Eh

Atoms and positions in Å:
H -0.902 1.365 0.075
H 0.500 -1.190 0.964
H -1.405 0.112 1.192
C -0.507 0.618 0.731
H 0.173 0.962 1.553
C 0.385 -0.459 0.132
H -0.141 -0.908 -0.845
I 4.029 2.133 0.061
P 3.035 -0.075 0.688
I 4.493 -1.938 -0.187
N 1.770 -0.208 -0.393
H 1.955 0.062 -1.417

Record 6
Density functional theory data (ωB97M-V/def2-TZVPD) for a cluster of 2 separate species, C2H6IN in total in a non-equilibrium geometry.

Properties
* Kohn-Sham gap (spin up / spin down): 8.6915 / 7.7990 eV
* net charge: 0
* spin multiplicity: 1
* HOMO energy (spin up / spin down): -0.3209 / -0.3048 Eh

Atoms and positions in Å:
H 0.244 -1.551 1.405
C -0.470 0.559 -1.484
H -1.027 -0.335 -1.677
H -0.095 0.180 1.317
C 0.686 -0.574 1.190
I 2.818 0.511 -0.512
N 1.199 -0.650 -0.148
H -0.814 1.227 -0.722
H 0.171 0.927 -2.257
H 1.455 -0.361 1.936

Record 7
Density functional theory data (ωB97M-V/def2-TZVPD) for the molecule C2H6IN3S in a non-equilibrium geometry.

Properties
* Kohn-Sham gap (spin up / spin down): 7.5004 / 6.7913 eV
* net charge: 0
* spin multiplicity: 1
* HOMO energy (spin up / spin down): -0.3002 / -0.2862 Eh

Atoms and positions in Å:
H -3.038 -2.133 -1.117
N -3.006 -1.169 -1.385
N -0.175 0.702 0.369
C 2.606 0.303 0.021
N -1.246 1.418 0.321
H 3.552 -0.214 -0.388
I -3.234 0.066 0.129
S 1.624 -1.112 0.716
H 2.811 1.104 0.862
H 2.093 0.886 -0.668
H -0.639 -1.360 0.912
H -1.349 2.022 -0.465
C 0.003 -0.511 0.691

Record 8
Density functional theory data (ωB97M-V/def2-TZVPD) for the ion C2H6IN4 with charge +1 in a non-equilibrium geometry.

Properties
* Kohn-Sham gap: 7.5794 eV
* net charge: +1
* spin multiplicity: 1
* HOMO energy: -0.4781 Eh

Atoms and positions in Å:
C 0.643 0.183 -0.374
H -0.145 -1.792 -0.239
H 1.838 -1.123 -1.393
H 2.137 0.540 -1.720
N 0.128 1.332 -0.245
N -0.202 2.210 0.508
N 1.580 -0.160 -1.253
H -1.015 2.767 0.205
N -1.238 -0.490 1.071
I -2.892 -0.295 -0.148
H 0.677 -1.204 1.242
H -1.477 -1.027 1.896
C -0.035 -0.941 0.450

Table of relative energy (zero: lowest compared OMol25 entry of this formula, charge and spin) (eV), in record order: 2.1544; 4.5691; 1.9420; 0.0000; 0.0000; 2.8856; 5.8116; 0.0000
Table of DFT total energy (eV), in record order: -23353.31954; -57389.74016; -14175.78130; -40628.28238; -29152.03827; -11757.77916; -25571.54409; -16222.74840
Table of molar mass (g mol⁻¹), in record order: 143.1; 146.5; 80.0; 117.9; 328.9; 171.0; 231.1; 213.0